Record 1
Computed, not measured: a cluster of 2 separate species, C6H16N2 in total, with the ωB97M-V functional and the def2-TZVPD basis.

Structure (XYZ):
```
24
Properties=species:S:1:pos:R:3:forces:R:3:mulliken_charge:R:1
C -3.4786 0.9815 -0.3885 1.7 -1.0 -1.4 -1.287
C -1.9460 1.2018 -0.1799 -0.8 -1.2 -0.2 -0.218
N -1.4673 0.0634 0.5508 2.2 0.3 -1.3 -0.435
C -0.0081 -1.6267 1.1625 0.1 0.6 -1.8 -1.352
C -0.2957 -0.5503 0.0135 -2.8 -3.2 1.2 0.424
C 0.7901 0.5740 0.0945 3.6 1.1 -2.3 -0.690
N 2.0894 0.1168 -0.3934 -3.4 0.8 2.3 -0.244
C 3.0785 0.3138 0.6195 0.6 0.5 -0.6 -0.794
H -3.4983 -0.0182 -0.9125 -0.7 1.5 -0.3 0.294
H -3.8788 1.8958 -0.8335 -0.3 -0.6 -0.5 0.360
H -3.9831 0.7806 0.5097 -0.4 0.0 1.5 0.374
H -1.9250 2.0609 0.5204 0.8 0.1 -0.7 0.281
H -1.4357 1.2454 -1.1983 -0.7 0.8 1.2 0.317
H 2.8591 -1.7046 -2.9461 0.0 0.0 0.0 0.025
H -0.8587 -2.2923 1.1662 -0.4 0.0 0.2 0.371
H 0.8521 -2.3185 1.0115 -0.1 1.1 0.4 0.302
H -0.0934 -0.9068 1.9892 0.7 -1.2 0.5 0.369
H -0.2710 -1.0150 -1.0258 -0.2 1.0 0.9 0.284
H 2.3342 -2.2132 -2.8339 0.0 -0.1 0.0 -0.030
H 0.6457 1.0429 1.0806 0.8 0.0 -0.1 0.523
H 0.4659 1.2641 -0.6934 -0.4 0.1 0.1 0.223
H 3.0940 -0.4797 1.3430 0.2 -0.9 0.3 0.292
H 4.0665 0.3875 0.1238 -0.4 -0.1 0.5 0.304
H 2.8645 1.1968 1.2202 0.2 0.4 0.0 0.307
```
Positions in Å, forces in eV/Å.

LUMO	-2.021	eV
HOMO level	-7.314	eV
F_max	4.5	eV/A
molar mass	116.21	g/mol
energy above the lowest of the compared OMol25 structures with the same formula, charge and spin	173.7	kcal per mole
E	-347.4481	a.u.

Record 2
Computed, not measured: the molecule C6H16N2, with the ωB97M-V functional and the def2-TZVPD basis.

Structure (XYZ):
```
24
Properties=species:S:1:pos:R:3:forces:R:3:mulliken_charge:R:1
C -2.9160 -0.2457 0.6465 0.0 -5.2 2.8 -1.480
C -2.1539 -1.4796 0.0110 -0.2 0.7 1.6 -0.310
N -0.7824 -1.4373 0.5835 -1.3 2.7 -2.0 -0.430
C -0.3393 -0.0650 0.0306 0.1 -1.8 0.9 -1.117
C 1.1550 0.1062 0.1595 2.3 3.3 1.5 1.101
C 2.0362 -1.1061 -0.0205 -0.4 -2.7 -2.1 -1.213
N 1.4977 1.1186 -0.8834 2.4 -0.8 -0.8 -0.442
C 1.7077 2.4683 -0.3909 0.0 1.7 -1.8 -0.944
H -2.5672 -0.0144 1.6736 -0.5 -0.3 -0.6 0.343
H -3.9527 -0.4360 0.5792 -1.4 -0.6 0.7 0.415
H -2.8647 0.5249 0.0580 1.0 4.6 -3.2 0.490
H -2.2784 -1.2686 -1.0713 0.7 -0.7 0.2 0.238
H -2.5206 -2.4729 0.2799 -0.7 0.3 -0.1 0.439
H -0.2406 -2.2241 0.2799 0.3 -0.1 -0.5 0.281
H -0.9517 0.5951 0.6688 1.1 0.2 -0.5 0.315
H -0.5911 0.1841 -1.0666 0.1 -0.9 1.4 0.166
H 1.5231 0.6511 1.1301 -1.2 -1.2 -1.1 0.176
H 2.3494 -1.7224 0.8335 -0.5 0.7 0.3 0.267
H 1.2699 -1.8543 -0.5644 2.6 1.2 0.2 0.217
H 3.0643 -0.9257 -0.5795 -2.4 -0.2 0.7 0.292
H 2.3899 0.7784 -1.4023 -2.1 1.0 1.3 0.251
H 2.1909 2.6759 0.5684 0.8 -0.7 -0.1 0.320
H 0.8296 3.0964 -0.2707 -1.1 -0.6 0.0 0.292
H 2.1451 3.0530 -1.2531 0.3 -0.6 1.1 0.333
```
Positions in Å, forces in eV/Å.

LUMO	1.104	eV
HOMO level	-8.671	eV
F_max	6.0	eV/A
molar mass	116.21	g/mol
energy above the lowest of the compared OMol25 structures with the same formula, charge and spin	78.8	kcal per mole
E	-347.5992	a.u.

Record 3
Computed, not measured: the molecule C6H16N2, with the ωB97M-V functional and the def2-TZVPD basis.

Structure (XYZ):
```
24
Properties=species:S:1:pos:R:3:forces:R:3:mulliken_charge:R:1
C 0.3125 2.3736 1.1339 0.6 1.5 -0.7 -1.332
C 0.2043 0.8541 1.3527 1.7 0.8 -0.2 -0.226
N -0.3257 0.2001 0.1922 0.6 -0.4 -1.7 -0.221
C -0.7857 -1.2000 0.5322 1.0 0.3 -1.2 -0.204
C -2.0171 -1.0502 1.4255 0.2 1.8 2.3 -1.008
C 0.7088 0.4117 -0.9351 1.5 -0.7 1.1 -0.338
C 0.5428 -0.4687 -2.2119 2.7 2.0 -1.2 -0.211
N 1.6547 -1.4637 -2.5587 0.7 1.3 3.4 -0.683
H 1.3578 2.7833 1.0362 -1.0 -0.5 0.3 0.275
H -0.1860 2.6236 0.2026 0.1 -0.2 -0.5 0.400
H -0.2923 3.0472 1.7839 0.7 -0.9 0.4 0.336
H 1.2800 0.3782 1.5165 -2.0 0.9 0.7 0.366
H -0.5373 0.8348 2.1360 0.5 -1.1 0.7 0.328
H 0.0770 -1.8573 1.0651 -1.8 1.3 -1.4 0.239
H -1.1613 -1.5970 -0.4859 1.0 -0.1 1.9 0.194
H -2.9401 -1.2566 0.8998 -0.1 -0.5 0.2 0.353
H -1.9075 -1.5360 2.4475 -0.4 0.0 -1.5 0.274
H -2.1285 0.0585 1.7493 0.1 -1.7 -0.8 0.230
H 0.7785 1.5443 -1.2136 -0.2 -2.3 0.7 0.167
H 1.7331 0.0667 -0.4765 -1.2 1.0 -0.6 0.189
H -0.2993 -0.9989 -2.0000 -2.8 -1.2 -0.5 0.111
H 0.5265 0.2752 -3.0751 -0.7 -1.3 0.9 0.260
H 1.2915 -2.3322 -2.9148 -0.4 -0.1 0.0 0.255
H 2.1133 -1.6909 -1.6019 -0.8 0.2 -2.2 0.245
```
Positions in Å, forces in eV/Å.

LUMO	1.164	eV
HOMO level	-8.642	eV
F_max	3.7	eV/A
molar mass	116.21	g/mol
energy above the lowest of the compared OMol25 structures with the same formula, charge and spin	71.7	kcal per mole
E	-347.6106	a.u.